{
  "formula": "C3H7LaO2",
  "method": "the ωB97M-V functional and the def2-TZVPD basis",
  "species": ["C", "C", "O", "C", "La", "H", "H", "H", "H", "H", "H", "O", "H"],
  "positions_angstrom": [[-1.008, -1.989, -0.035], [-2.304, -1.229, 0.023], [-1.949, 0.215, 0.121], [-2.947, 1.132, 0.146], [0.562, -0.072, 0.073], [-0.895, -2.674, 0.817], [-0.911, -2.566, -0.966], [-2.915, -1.428, 0.915], [-2.933, -1.321, -0.876], [1.246, 2.805, -0.405], [-3.943, 0.796, -0.148], [1.620, 1.918, -0.261], [-2.634, 2.158, 0.331]],
  "lowdin_charge": [-0.401, -0.298, -0.415, 0.009, 2.251, 0.033, 0.030, 0.127, 0.126, -0.028, 0.090, -0.603, 0.078],
  "spin_multiplicity": 2,
  "total_charge": 1,
  "homo_energy_ev": [-11.6006, -12.4010],
  "e_lumo_ev": [-5.18, -5.20],
  "de_lowest_kj_mol": 0.00
}